1.
C4H8N2O2 | the ωB97M-V functional and the def2-TZVPD basis

Calculated values
**SMILES**: NC(=O)O.C=CN=C
**Largest force on an atom**: 0.0132 Eh/bohr
**Gap between HOMO and LUMO**: 10.44 eV
**Spin multiplicity**: 1
**HOMO energy**: -9.6 eV

Last column: Löwdin charge in e.
CARTESIAN COORDINATES (ANGSTROEM)
C (-1.8043, -0.8505, 0.4487)  -0.021
O (0.2921, 1.5193, 1.4217)  0.055
H (-0.9073, -2.9215, -1.4781)  0.103
N (1.3006, 3.1592, 0.2006)  0.170
H (1.2517, -3.2897, -0.4093)  0.050
H (-1.5308, -1.4892, 1.2915)  0.095
H (1.6917, 3.4020, -0.6925)  0.104
H (1.8250, 3.5117, 0.9811)  0.108
C (0.5575, 2.0354, 0.3579)  -0.676
C (0.6915, -2.3873, -0.2132)  0.011
H (-0.2909, 0.6976, -0.6132)  0.061
H (1.0808, -1.6855, 0.5133)  0.059
C (-0.4472, -2.1665, -0.8513)  -0.243
N (-1.2635, -1.0228, -0.6801)  -0.045
H (-2.5595, -0.0780, 0.5450)  0.085
O (0.1126, 1.5657, -0.8220)  0.086

---

2.
C21H20N8O3SbSe4W | the ωB97M-V functional and the def2-TZVPD basis

Calculated values
**Charge**: +1
**Largest force on an atom**: 0.0257 Eh/bohr
**Gap between HOMO and LUMO**: 6.74 eV
**Spin multiplicity**: 1
**HOMO energy**: -10.4 eV

Last column: Löwdin charge in e.
CARTESIAN COORDINATES (ANGSTROEM)
H (0.0766, -5.3820, -3.1402)  0.120
C (4.3478, 1.5159, -1.8702)  -0.036
O (1.3851, 1.0344, 1.4789)  -0.258
C (0.1579, -4.4555, -2.5884)  -0.033
C (-0.7864, -2.3876, -1.8138)  -0.304
H (-5.8282, 1.9342, -1.4773)  0.116
C (-2.0121, 1.9189, -1.2266)  -0.121
N (1.1282, -2.6080, 2.8226)  0.223
C (-0.5869, 1.5732, -1.2166)  -0.348
Se (-3.2225, -2.9443, 4.2555)  -0.015
H (-0.1282, 3.0810, 1.3613)  0.057
O (1.9605, -1.4547, 1.0293)  -0.215
C (-0.9068, -3.5915, -2.5107)  0.014
H (4.5565, 3.6491, -2.0421)  0.121
C (-4.7485, 1.9135, -1.4164)  -0.041
H (3.5071, -2.3160, 3.6235)  0.128
Sb (-4.0947, -1.8653, 2.3881)  0.013
H (-0.4774, 1.7905, 3.9890)  0.125
H (0.1806, -2.4887, 2.4936)  0.022
C (0.1533, 2.1777, 3.1883)  -0.178
C (1.3403, -4.1026, -1.9501)  -0.041
C (1.1133, 1.0733, 2.7923)  -0.579
Se (-5.6435, -2.4326, 0.7905)  0.021
C (3.4828, 0.4934, -1.5470)  -0.086
H (-4.5922, -0.1613, -2.0118)  0.121
H (3.7978, -0.5416, -1.5289)  0.119
Se (-3.0829, 0.4990, 2.0960)  0.119
C (1.7590, 1.9932, -1.2019)  -0.335
H (1.2409, -2.8651, 3.7890)  0.135
N (0.3445, -2.0728, -1.1271)  -0.011
H (4.0061, -1.3780, 2.2834)  0.131
C (-4.0691, 0.7409, -1.7257)  0.006
N (0.4373, 2.2609, -0.7926)  0.131
Se (-1.2497, -0.8339, 1.3106)  0.259
C (-4.0692, 3.0666, -1.0236)  -0.048
H (5.3726, 1.2946, -2.1293)  0.114
C (1.3833, -2.9288, -1.2376)  -0.114
H (-1.3709, 3.2832, 2.4197)  0.076
H (-1.8522, -3.7916, -2.9924)  0.124
N (2.1998, 0.7296, -1.2362)  0.006
H (2.2178, -4.7312, -1.9886)  0.115
C (-2.6837, 3.0879, -0.9217)  -0.001
H (0.7819, 2.9608, 3.6329)  0.133
H (-2.1524, 3.9780, -0.6118)  0.122
C (-2.6919, 0.7675, -1.6312)  -0.118
H (2.1752, 4.0832, -1.3690)  0.124
N (-0.6784, 2.6264, 2.0821)  -0.018
N (3.3588, -2.0478, 2.6649)  0.217
H (2.2811, -2.6494, -0.7118)  0.098
N (-1.8938, -1.5547, -1.8630)  0.184
C (-1.6912, -0.3007, -1.7812)  -0.329
C (2.5768, 3.0858, -1.4612)  0.022
W (0.6029, -0.1377, 0.1207)  1.375
O (1.6540, 0.3459, 3.5868)  0.096
C (3.8842, 2.8313, -1.8191)  -0.024
C (2.1139, -1.9978, 2.1737)  -0.596
H (-4.6351, 3.9583, -0.7900)  0.114
N (-0.4300, 0.2731, -1.6178)  -0.052

---

3.
H14O7 | the ωB97M-V functional and the def2-TZVPD basis

Calculated values
**SMILES**: O.O.O.O.O.O.O
**Largest force on an atom**: 0.1149 Eh/bohr
**Gap between HOMO and LUMO**: 11.17 eV
**Spin multiplicity**: 1
**HOMO energy**: -11.2 eV

Last column: Löwdin charge in e.
CARTESIAN COORDINATES (ANGSTROEM)
H (2.0047, 0.4198, -1.1630)  0.022
O (0.8803, -2.2979, -1.7224)  0.003
O (-1.9724, 3.7082, -0.6905)  -0.122
H (-1.2076, 3.5712, -1.3666)  0.079
O (3.0444, 2.5364, 1.9382)  -0.096
H (1.5880, -2.1635, 1.5807)  0.003
O (2.8574, 0.6135, -1.5631)  -0.028
O (2.1506, -2.8988, 1.4068)  -0.043
H (-2.2737, 4.5804, -1.0568)  0.044
H (-0.5115, -1.3349, 0.2174)  0.053
H (-1.4311, -0.8779, -0.7638)  -0.024
H (1.6078, -3.6124, 1.7888)  0.048
O (-0.8884, -0.4796, -0.1549)  -0.041
O (-5.9493, -0.9736, 0.7365)  -0.098
H (2.5276, 1.7699, 1.6819)  0.008
H (-5.8779, -1.1013, 1.7530)  0.086
H (-5.0546, -0.7995, 0.4422)  0.012
H (1.4891, -2.6863, -2.2227)  -0.033
H (2.5845, 1.2323, -2.1915)  -0.002
H (0.4395, -3.0122, -1.2494)  0.045
H (3.1335, 2.3491, 2.9443)  0.084

---

4.
C26H46O2P2Sc | the ωB97M-V functional and the def2-TZVPD basis

Calculated values
**Charge**: +1
**Largest force on an atom**: 0.0660 Eh/bohr
**Gap between HOMO and LUMO (spin up / spin down)**: 4.01 / 4.20 eV
**Spin multiplicity**: 1
**HOMO energy (spin up / spin down)**: -8.3 / -8.4 eV

Last column: Löwdin charge in e.
CARTESIAN COORDINATES (ANGSTROEM)
H (1.5869, -1.4352, -1.3195)  0.088
C (-1.2852, 2.3060, -1.0272)  -0.396
H (-2.8113, -1.4493, 2.9097)  0.076
C (1.5263, -1.7107, 2.0743)  -0.267
C (-1.7049, -3.3745, 1.2226)  -0.054
C (-0.1708, 2.5461, 3.5102)  0.038
H (-3.0188, -0.6770, -1.1187)  0.072
H (3.2927, -2.3283, 3.0813)  0.099
H (-0.3843, 3.5378, 3.9274)  0.112
H (2.0700, 4.9828, 0.6140)  0.072
C (0.8461, 2.0556, 1.4049)  -0.566
C (0.6367, -1.2084, 3.0450)  -0.253
C (0.9498, -0.9391, -2.1227)  -0.334
H (3.2048, 1.0148, 1.0475)  0.058
H (0.6289, -4.1441, -0.3005)  0.074
C (-0.0932, 3.2100, -0.6868)  -0.212
H (3.3567, -0.6805, 2.4528)  0.061
P (-2.5275, 1.4241, 0.1321)  0.952
O (0.8541, 2.7759, 2.4847)  -0.013
H (0.7110, 2.2625, -3.4272)  0.095
H (3.3626, 3.9054, 1.2585)  0.084
H (-2.0386, 2.9176, -1.5291)  0.084
H (-1.7798, -4.1627, 1.9880)  0.101
C (0.7680, -2.4882, 1.1091)  -0.326
H (0.1693, 3.7530, -1.6068)  0.085
H (-0.7404, -2.5477, -4.6782)  0.129
C (2.9652, 1.2714, 0.0190)  -0.161
O (0.2143, 0.9730, 1.3032)  -0.079
H (0.1587, -0.0200, 4.7378)  0.058
H (-2.6801, -2.8755, 1.2112)  0.067
H (1.8595, 0.1005, 4.2194)  0.078
H (-1.5476, -3.8805, 0.2641)  0.077
H (-2.0494, -0.9678, 0.3461)  0.023
H (-4.7204, 0.4959, -0.5421)  0.056
H (-1.0496, 1.7778, -4.6759)  0.116
C (0.7737, -1.8552, -3.3072)  -0.167
Sc (0.1604, -0.4415, -0.2835)  0.839
C (-4.2057, 1.4659, -0.6886)  -0.276
H (-1.0603, 2.0861, 3.0954)  0.080
C (-0.6146, 0.8182, -4.3386)  -0.174
H (-0.3783, 0.2745, -5.2743)  0.125
C (0.6810, 1.1718, -3.5899)  -0.197
H (-2.4791, 0.7443, -3.2378)  0.103
H (2.3023, -3.5721, -0.0106)  0.074
H (-4.0837, 1.6908, -1.7630)  0.041
H (3.3379, 4.3650, -0.4636)  0.070
H (3.8977, 1.5400, -0.5006)  0.082
H (0.2625, 1.9002, 4.2668)  0.074
H (1.6675, 1.1224, -1.8088)  -0.001
H (3.5055, -2.0826, 1.3426)  0.079
C (-1.8949, -1.2405, 3.4804)  -0.034
H (1.4425, -4.5040, 1.2195)  0.097
H (1.2368, -1.3648, -4.1871)  0.112
H (-1.3735, -0.3662, -1.2917)  -0.004
H (-0.9630, -3.1526, -3.0211)  0.114
H (-4.7836, 2.2502, -0.1870)  0.032
C (-1.6215, 0.1124, -3.5007)  -0.147
H (1.3341, -2.7798, -3.0757)  0.117
C (2.7104, 4.1216, 0.3990)  -0.173
C (1.0066, -0.5739, 4.3266)  -0.044
C (-1.7262, -1.2144, -3.2985)  -0.131
H (-0.3914, 3.9209, 0.0953)  0.099
H (-1.9529, -1.8041, 4.4260)  0.098
H (-0.9772, 1.5627, -1.7703)  0.010
C (0.8903, 0.4678, -2.2481)  -0.349
P (1.7461, 2.6822, -0.0663)  1.081
C (1.3116, -3.7187, 0.4524)  -0.063
C (2.9955, -1.6958, 2.2305)  -0.050
H (2.6318, 0.3264, -0.4889)  0.044
H (1.2793, -1.3039, 5.1018)  0.100
C (-2.1853, -0.2782, -0.5032)  -0.341
H (-1.8723, -0.1668, 3.7337)  0.069
C (-0.6263, -2.4184, 1.5613)  -0.308
C (-0.7016, -2.2511, -3.6073)  -0.161
C (-0.6819, -1.5873, 2.7032)  -0.249
H (1.5444, 0.9581, -4.2417)  0.116
H (-2.7043, -1.6302, -3.0087)  0.118

---

5.
C34H61Cl6N7 | the ωB97M-V functional and the def2-TZVPD basis

Calculated values
**SMILES**: CCCC#N.CCCC#N.CCCC#N.CCCC#N.CCCC#N.CCCC#N.CCCC#N.ClCCCl.ClCCCl.ClCCCl
**Largest force on an atom**: 0.0769 Eh/bohr
**Gap between HOMO and LUMO**: 10.88 eV
**Spin multiplicity**: 1
**HOMO energy**: -10.5 eV

Last column: Löwdin charge in e.
CARTESIAN COORDINATES (ANGSTROEM)
C (6.7333, -2.5063, -3.8565)  -0.144
H (0.4557, 0.7912, -11.4932)  0.074
H (-11.4489, 3.1959, -5.9031)  0.123
H (-3.4464, -7.7149, 3.2150)  0.064
H (8.2108, -3.2737, -6.0908)  0.116
H (0.5342, -2.1546, -10.8746)  0.097
C (3.2888, -7.5810, 0.1181)  -0.249
C (7.1384, 6.2438, 0.3626)  -0.224
H (9.7320, -2.7130, -5.4248)  0.110
N (-0.2969, -1.5572, -7.5015)  0.144
H (4.5582, 8.6059, -1.3152)  0.061
H (4.4655, 5.9625, -0.9183)  0.103
H (6.5282, -2.5439, -2.7867)  0.074
H (3.6508, -8.8053, 2.7395)  0.098
C (8.1810, -2.8463, -3.9207)  -0.254
H (4.3154, -6.6392, 1.4080)  0.103
H (4.9744, 1.9733, 7.5814)  0.066
H (5.8481, 1.3094, 5.3680)  0.099
H (4.1525, -10.5854, 1.0277)  0.062
H (5.5450, 6.3005, 1.8766)  0.114
H (8.6106, -2.1699, -3.1818)  0.115
H (-1.7294, -8.0426, 3.5346)  0.056
H (-12.1967, 6.1994, -5.7550)  0.082
H (6.6889, -0.8034, 7.5228)  0.109
H (1.7330, -1.1527, -11.5305)  0.098
H (-8.7867, -0.3497, 2.5029)  0.069
H (-11.4358, -1.0905, 2.0945)  0.068
C (4.6658, 6.6804, -0.1229)  -0.210
H (-5.3317, 3.4654, 6.9563)  0.110
C (6.9873, -1.3445, 5.5861)  -0.246
H (-11.1573, 4.9890, -3.5109)  0.111
C (6.3692, 0.9771, 6.2659)  -0.237
C (5.7267, 6.0795, 0.8248)  -0.208
C (4.6087, -8.7247, 2.2255)  -0.174
H (5.4238, -7.6228, 0.5088)  0.106
Cl (-0.6747, -5.5414, 4.7670)  0.490
C (0.1045, 0.5629, -0.7341)  -0.677
H (0.5635, 0.3364, -1.6965)  0.067
C (-2.1464, -5.9093, 3.7642)  -0.594
H (5.7645, 8.7020, 0.0418)  0.073
H (-10.1979, 4.4846, -5.8372)  0.124
N (8.0521, -0.1941, -6.2406)  0.150
N (8.2320, 6.4079, -0.0406)  0.133
H (-5.3563, 7.7697, 8.1566)  0.064
H (8.3541, -3.8895, -3.6563)  0.110
C (-10.7997, 3.7858, -5.2561)  -0.193
H (-4.5238, 7.1315, 6.6456)  0.065
C (4.9869, -10.1241, 1.5560)  -0.118
H (-1.5718, -0.9655, -0.6870)  0.067
H (-1.8288, -5.7694, 2.7309)  0.064
H (2.3743, -1.9240, -9.1291)  0.112
H (4.9991, -10.8190, 2.3956)  0.058
H (7.2980, 1.1653, 5.7272)  0.095
H (6.4888, 1.4114, 8.4275)  0.063
H (-0.9216, -0.2768, -11.4845)  0.069
N (2.3238, -7.4638, -0.4926)  0.127
C (-2.5800, -7.4174, 3.8058)  -0.701
H (5.8810, -10.1574, 0.9334)  0.069
C (4.4543, -7.6430, 1.0064)  -0.177
C (-1.4099, 0.1043, -0.5546)  -0.632
H (-8.4105, -1.9482, 1.9213)  0.066
H (0.1890, 1.6420, -0.6060)  0.054
H (-13.2697, 4.7929, -5.7378)  0.079
N (-9.1833, 2.3123, -3.9053)  0.144
H (-2.9163, -5.2312, 4.1323)  0.063
C (-4.8169, 6.9512, 7.6799)  -0.076
H (-3.9141, 6.7942, 8.2702)  0.063
H (3.8012, 6.7540, 0.5368)  0.097
Cl (-10.8286, -3.1792, 1.2847)  0.533
Cl (-2.9922, -8.0347, 5.3646)  0.558
H (-12.4095, 3.8918, -3.6979)  0.116
H (6.4843, 2.8876, 7.4430)  0.062
C (-9.8731, 2.9964, -4.5042)  -0.262
C (-4.8101, 4.2986, 7.4273)  -0.190
C (0.9769, -1.1670, -10.7455)  -0.227
H (6.6429, -1.4389, -4.0579)  0.070
H (5.4845, -8.5216, 2.8418)  0.095
N (7.5647, -1.9640, 4.8345)  0.137
H (-6.4901, 5.5466, 7.0457)  0.093
H (5.5818, 5.0016, 0.7531)  0.106
N (-3.3100, 3.6866, 9.5227)  0.131
C (-9.2039, -1.3473, 2.3658)  -0.688
C (6.2355, -0.5424, 6.5666)  -0.189
H (-0.5330, 0.2180, -10.0090)  0.067
H (-2.0019, 0.6153, -1.3139)  0.063
H (6.0791, 7.8635, -1.3563)  0.057
H (-6.0745, 5.3817, 8.7372)  0.093
C (1.5878, -1.1793, -9.2512)  -0.179
C (6.0605, 1.8887, 7.5461)  -0.077
C (-4.0292, 3.9267, 8.6373)  -0.223
H (5.2237, -0.8745, 6.7993)  0.118
C (5.2515, 8.0606, -0.6748)  -0.101
H (-10.3696, -1.0756, 0.6150)  0.063
C (8.6523, -2.5691, -5.3860)  -0.172
H (-13.2589, 5.8362, -4.3317)  0.076
C (-11.7652, 4.5373, -4.2948)  -0.276
C (-10.5264, -1.4619, 1.6221)  -0.663
C (-0.0143, -0.0203, -10.9376)  -0.114
C (-12.6304, 5.4254, -5.1218)  -0.125
C (-5.6588, 5.5821, 7.7497)  -0.236
H (-4.2014, 4.7285, 6.6318)  0.104
C (8.2842, -1.2208, -5.8526)  -0.260
Cl (-9.4789, -1.9663, 3.9795)  0.552
Cl (1.1154, -0.1049, 0.5226)  0.540
H (5.9570, -3.1081, -4.3291)  0.085
Cl (-1.9975, 0.6200, 1.0443)  0.518
H (2.0683, -0.2044, -9.1696)  0.116
C (0.5656, -1.3988, -8.2733)  -0.256

---

6.
C6H8CdLiO6 | the ωB97M-V functional and the def2-TZVPD basis

Calculated values
**Charge**: +1
**Largest force on an atom**: 0.0798 Eh/bohr
**Gap between HOMO and LUMO**: 9.34 eV
**Spin multiplicity**: 1
**HOMO energy**: -13.1 eV

Last column: Löwdin charge in e.
CARTESIAN COORDINATES (ANGSTROEM)
C (0.3210, 1.1173, 0.1944)  -0.659
C (-1.2051, 1.7487, -1.5649)  -0.203
C (-2.3592, 0.8280, -1.2516)  -0.276
H (2.3408, -1.7507, 1.1605)  0.169
O (-0.4937, 1.3644, 1.1074)  -0.100
C (2.1129, -0.5986, -0.2876)  0.003
C (-0.3454, -1.4555, 1.7064)  -0.725
H (-0.9727, 1.8642, -2.6315)  0.134
O (1.4825, 0.6092, 0.5419)  0.005
H (1.8507, -2.7770, -0.2710)  0.156
O (-1.5946, -1.3299, 1.6568)  -0.138
O (0.4114, -1.1961, 2.6438)  -0.017
H (-2.3484, -0.0328, -1.9400)  0.045
H (-3.2737, 1.3998, -1.4824)  0.036
Cd (-2.3256, 0.2841, 0.7878)  1.440
C (1.5665, -1.8794, 0.2878)  -0.171
H (-1.3336, 2.7464, -1.1252)  0.127
Li (0.8953, 0.6583, 2.6553)  0.811
H (3.2074, -0.5751, -0.2988)  0.144
O (0.1042, 1.2548, -1.0608)  0.065
H (1.7685, -0.4313, -1.3129)  0.129
O (0.1908, -1.8488, 0.4846)  0.025

---

7.
C2H7NO3 | the ωB97M-V functional and the def2-TZVPD basis

Calculated values
**Largest force on an atom**: 0.0986 Eh/bohr
**Gap between HOMO and LUMO**: 7.87 eV
**Spin multiplicity**: 1
**HOMO energy**: -8.8 eV

Last column: Löwdin charge in e.
CARTESIAN COORDINATES (ANGSTROEM)
H (-2.6889, 1.1103, 0.0163)  0.080
H (0.5786, -1.0804, -0.9864)  0.135
H (-2.0285, 0.4715, 1.5616)  0.085
H (0.2543, 1.4408, -0.9457)  0.129
O (2.3724, -0.2088, -1.4555)  -0.074
C (1.5302, -0.5564, -0.6012)  -0.590
O (1.9407, -1.2380, 0.5507)  0.004
H (-2.8872, -0.5988, 0.4445)  0.102
C (-2.1967, 0.2558, 0.4986)  -0.141
O (-1.0265, -0.1263, -0.1696)  -0.166
H (0.8000, 1.0413, 0.7836)  0.122
H (2.8979, -1.3598, 0.4518)  0.101
N (0.4536, 0.8488, -0.1487)  0.213

---

Question: Which value of largest force on an atom does entry 7 give?
Answer: 0.0986 Eh/bohr

---

Question: Which value of largest force on an atom does entry 6 give?
Answer: 0.0798 Eh/bohr